Record 1
Entry from the Open Molecules 2025 dataset: 2 unconnected molecules or ions with the total composition C14H17BrF4N6O4P at a distorted geometry (the ωB97M-V functional and the def2-TZVPD basis).

Geometry (Å):
C (4.3467, -3.0878, 0.5526)
N (4.0547, -1.8846, -0.3170)
C (3.9265, -2.2348, -1.7842)
C (2.8919, -1.0601, 0.1916)
O (3.1049, 0.2825, 0.2690)
C (1.4363, -1.6372, 0.6752)
C (0.2609, -1.6133, -0.4612)
N (-0.3136, -0.2059, -0.6603)
C (-1.3649, -0.5420, -1.6953)
N (-2.1151, 0.5396, -2.0690)
Br (-1.6706, 2.2180, -1.2894)
N (-1.3833, -2.0055, -2.0663)
P (-2.5295, -2.7350, -3.2181)
O (-3.2581, -1.7224, -4.1873)
N (-0.3825, -2.6745, -1.3233)
C (0.0038, -4.1301, -1.2715)
F (-0.2196, -4.9059, -2.5094)
F (1.4539, -4.3638, -0.9139)
C (-0.8469, -4.8456, -0.0223)
F (-2.1822, -4.2429, 0.1947)
F (-0.9366, -6.3040, -0.3629)
H (3.5375, -3.9357, 0.5111)
H (5.3579, -3.5565, 0.1491)
H (4.5459, -2.7230, 1.6582)
H (3.2475, -1.4311, -2.3366)
H (3.5882, -3.3333, -2.0056)
H (5.0198, -2.1275, -2.2456)
H (1.5518, -2.7123, 1.1783)
H (1.0726, -0.9306, 1.5648)
H (-2.8910, 0.4188, -2.7546)
H (-3.5971, -3.5158, -2.5768)
H (-1.7939, -3.6599, -4.0921)
H (-0.1564, -4.7911, 0.9478)
C (-1.8006, 5.8662, 4.1998)
C (-2.5765, 6.6837, 3.3764)
C (-2.5009, 6.5524, 1.9885)
C (-1.6445, 5.5916, 1.4333)
C (-0.8588, 4.7748, 2.2573)
C (-0.9408, 4.9173, 3.6439)
N (-1.5796, 5.4313, -0.0243)
O (-2.2760, 6.1856, -0.7198)
O (-0.8358, 4.5486, -0.4756)
H (-1.8671, 5.9684, 5.2816)
H (-3.2431, 7.4219, 3.8171)
H (-3.1121, 7.1970, 1.3606)
H (-0.1862, 4.0285, 1.8396)
H (-0.3372, 4.2860, 4.2921)

- Charge: +1
- E_tot: -4487.3052 Eh
- Orbital gap: 7.47 eV
- Highest occupied orbital energy: -12.2 eV

=====

Record 2
Entry from the Open Molecules 2025 dataset: a molecular structure, C14H17CuN3S at a distorted geometry (the ωB97M-V functional and the def2-TZVPD basis).

Geometry (Å):
C (-0.1429, 1.4564, 1.3607)
C (-0.4276, -1.3116, 1.3932)
H (0.7948, 1.8771, 1.6930)
H (-0.8914, 1.2583, 2.3719)
H (-0.8924, 2.1951, 0.9761)
H (0.1200, -2.2849, 1.1130)
H (0.5818, -1.2931, 2.4362)
H (-1.3777, -1.4550, 1.8733)
C (0.4862, 2.6443, -1.5913)
C (0.8469, 3.4481, -2.6867)
C (1.0809, 2.8410, -3.9198)
C (0.9465, 1.4618, -4.0221)
H (0.3097, 3.0763, -0.6058)
H (0.9464, 4.5236, -2.5511)
H (1.3694, 3.4233, -4.7867)
H (1.1357, 0.9445, -4.9625)
N (0.3686, 1.2977, -1.6690)
C (0.5797, 0.6979, -2.8889)
C (0.4484, -0.7473, -2.9051)
N (0.1937, -1.3312, -1.6876)
C (0.0577, -2.6789, -1.6455)
C (0.4769, -2.9121, -4.0086)
C (0.2026, -3.5027, -2.7756)
H (-0.1560, -3.1024, -0.6638)
H (0.1002, -4.5811, -2.6676)
C (0.5971, -1.5299, -4.0745)
H (0.8073, -1.0254, -5.0169)
H (0.5962, -3.5104, -4.9039)
Cu (-0.0694, 0.0033, -0.1301)
C (-2.0620, 0.0315, -0.1894)
H (-2.3968, -1.0060, -0.2957)
H (-2.2963, 0.6038, -1.0950)
H (-2.5234, 0.4984, 0.6918)
S (0.0065, 0.0024, 4.9591)
C (0.0188, 0.0350, 3.3815)
N (0.1643, -0.0477, 2.1223)

- Relative energy (zero: lowest compared OMol25 entry of this formula, charge and spin): 139.4 kcal per mole
- Expectation value of S²: 0.856
- E_tot: -2746.1293 Eh
- Orbital gap (spin up / spin down): 4.75 / 5.29 eV
- Highest occupied orbital energy (spin up / spin down): -5.5 / -6.0 eV
- Spin multiplicity: 2

=====

Record 3
Entry from the Open Molecules 2025 dataset: 4 unconnected molecules or ions with the total composition C14H17F5INO11P (the ωB97M-V functional and the def2-TZVPD basis).

Geometry (Å):
C (1.8794, -2.9631, -0.1375)
C (0.9640, -1.9921, -0.8607)
C (0.3543, -0.9177, 0.0752)
I (0.7952, 1.0790, -0.6005)
P (-1.4119, -0.9062, 0.0039)
N (-2.1614, -2.3869, 0.1971)
C (-2.8379, -3.0285, -0.8924)
O (-3.9870, -2.9907, -1.0816)
F (-1.9829, -3.6692, -1.6728)
C (-2.1584, -3.0678, 1.4510)
O (-1.6149, -4.0847, 1.6492)
F (-2.8667, -2.4047, 2.3606)
H (1.5017, -3.2811, 0.8304)
H (2.8533, -2.5107, 0.0028)
H (1.9945, -3.8433, -0.7630)
H (1.5464, -1.4736, -1.6131)
H (0.1687, -2.4998, -1.4058)
H (0.6908, -1.0097, 1.1033)
H (-1.9313, 0.0127, 0.9156)
H (-1.7699, -0.4445, -1.2574)
C (7.1228, -0.2140, -0.2244)
C (5.8998, 0.6583, -0.4115)
O (4.8397, -0.2756, -0.2438)
C (5.2979, -1.2617, 0.5824)
O (4.5980, -2.0439, 1.1345)
O (6.6356, -1.2066, 0.6909)
F (5.8297, 1.1883, -1.6531)
H (7.4186, -0.6915, -1.1585)
H (7.9719, 0.3147, 0.1972)
H (5.7942, 1.4577, 0.3231)
C (1.6188, 6.0313, -2.5254)
C (1.4845, 4.5704, -2.8980)
O (1.4299, 3.9446, -1.6199)
C (0.8989, 4.8551, -0.7388)
O (0.4869, 4.5675, 0.3307)
O (0.9117, 6.0859, -1.2770)
F (2.5603, 4.1082, -3.5715)
H (2.6613, 6.3069, -2.3661)
H (1.1726, 6.7044, -3.2509)
H (0.5813, 4.3245, -3.4582)
C (-6.3622, -0.8808, 3.3476)
C (-6.7899, -1.5653, 2.0672)
O (-7.0945, -0.4702, 1.2244)
C (-6.3266, 0.5841, 1.6256)
O (-6.1263, 1.5572, 0.9875)
O (-5.7969, 0.3384, 2.8512)
F (-7.8908, -2.3279, 2.2365)
H (-7.2160, -0.6617, 3.9886)
H (-5.6242, -1.4448, 3.9114)
H (-6.0129, -2.1707, 1.5939)

- Charge: +1
- Relative energy (zero: lowest compared OMol25 entry of this formula, charge and spin): 0.0 kcal per mole
- E_tot: -2564.2203 Eh
- Orbital gap: 9.66 eV
- Highest occupied orbital energy: -13.4 eV

=====

Record 4
Entry from the Open Molecules 2025 dataset: a molecular structure, C14H17F6IrNO4S5Se at a distorted geometry (the ωB97M-V functional and the def2-TZVPD basis).

Geometry (Å):
Ir (0.2035, -0.2557, 0.2901)
F (3.5665, 0.2068, 3.9232)
C (3.2612, -1.0718, 3.7302)
F (4.3562, -1.7920, 3.6396)
F (2.4920, -1.4989, 4.7147)
S (2.2927, -1.2178, 2.1700)
O (1.1734, -0.2408, 2.3237)
O (1.8984, -2.5742, 2.0401)
N (3.3187, -0.7093, 1.0696)
S (2.8066, 0.1139, -0.1604)
O (2.0114, -0.6458, -1.1422)
O (2.1040, 1.3507, 0.2072)
C (4.4099, 0.7298, -0.8719)
F (5.2185, 1.0306, 0.1202)
F (4.9416, -0.1839, -1.6536)
F (4.1206, 1.8193, -1.5633)
C (0.2128, 3.5645, -0.3754)
C (-0.7022, 2.8725, -1.3836)
S (-1.0240, 1.0517, -1.3491)
C (-2.6639, 0.9837, -0.6530)
C (-2.6828, 1.4434, 0.7606)
S (-1.5663, 0.4073, 1.7136)
C (-0.8520, 1.6542, 2.8520)
C (0.1585, 2.6397, 2.2872)
S (-0.5412, 3.9474, 1.2280)
H (0.4842, 4.5322, -0.7989)
H (1.1218, 3.0076, -0.2144)
H (-0.2816, 3.0070, -2.3807)
H (-1.6999, 3.3124, -1.3690)
H (-2.9625, -0.0622, -0.7424)
H (-3.3290, 1.5826, -1.2771)
H (-3.6847, 1.3274, 1.1790)
H (-2.3691, 2.4763, 0.8769)
H (-0.3684, 1.0467, 3.6147)
H (-1.7133, 2.1564, 3.2955)
H (0.9199, 2.1246, 1.7218)
H (0.6470, 3.1427, 3.1215)
Se (-0.4326, -2.5916, 0.0603)
C (-1.4438, -3.0033, -1.5194)
C (-2.0223, -2.0907, -2.3849)
C (-2.7337, -2.5293, -3.4958)
C (-2.8532, -3.8846, -3.7533)
C (-2.2670, -4.7986, -2.8902)
C (-1.5726, -4.3641, -1.7715)
H (-1.9019, -1.0360, -2.2102)
H (-3.1875, -1.8095, -4.1655)
H (-3.3868, -4.2275, -4.6295)
H (-2.3502, -5.8589, -3.0895)
H (-1.1271, -5.0849, -1.0947)

- Charge: +1
- Relative energy (zero: lowest compared OMol25 entry of this formula, charge and spin): 78.5 kcal per mole
- E_tot: -5994.9772 Eh
- Orbital gap: 5.65 eV
- Highest occupied orbital energy: -10.6 eV

=====

Record 5
Entry from the Open Molecules 2025 dataset: a single C14H17FN4OS molecule at a distorted geometry (the ωB97M-V functional and the def2-TZVPD basis).

Geometry (Å):
C (2.2334, 3.1850, -0.3382)
C (1.8843, 1.7107, -0.5022)
N (1.1050, 1.1724, 0.6017)
C (-0.2831, 1.5771, 0.7118)
C (-0.5092, 2.7029, 1.7213)
C (1.7169, 0.3260, 1.4473)
O (2.9041, 0.0453, 1.3681)
C (0.8796, -0.3824, 2.4993)
S (-0.2498, -1.6150, 1.7385)
C (0.6360, -2.0598, 0.2139)
N (0.0987, -2.0790, -0.9191)
C (-1.2284, -1.8731, -1.2141)
C (-1.5799, -0.9197, -2.1694)
C (-2.9010, -0.7332, -2.5250)
C (-3.8992, -1.5055, -1.9527)
C (-3.5721, -2.4754, -1.0207)
C (-2.2518, -2.6460, -0.6590)
F (-1.9365, -3.6079, 0.2379)
N (1.9494, -2.3966, 0.3817)
C (2.7165, -2.7319, -0.6483)
N (3.3903, -3.0466, -1.5173)
H (2.9187, 3.4795, -1.1283)
H (1.3483, 3.8130, -0.4030)
H (2.7203, 3.3504, 0.6196)
H (2.8042, 1.1240, -0.5521)
H (1.3183, 1.5559, -1.4264)
H (-0.8995, 0.7146, 0.9789)
H (-0.6031, 1.9100, -0.2781)
H (-1.5725, 2.9190, 1.7844)
H (0.0110, 3.6078, 1.4220)
H (-0.1550, 2.4243, 2.7105)
H (0.2278, 0.2832, 3.0594)
H (1.5512, -0.8940, 3.1908)
H (-0.7938, -0.3305, -2.6156)
H (-3.1541, 0.0168, -3.2590)
H (-4.9300, -1.3605, -2.2357)
H (-4.3250, -3.0999, -0.5662)
H (2.4300, -2.1610, 1.2431)

- E_tot: -1335.9894 Eh
- Orbital gap: 9.00 eV
- Highest occupied orbital energy: -8.7 eV

=====

Record 6
Entry from the Open Molecules 2025 dataset: a molecular structure, C14H17N2ORhS4SbSe2 at a distorted geometry (the ωB97M-V functional and the def2-TZVPD basis).

Geometry (Å):
Rh (-0.7636, -0.0179, 0.1960)
S (-4.9044, -1.5212, 2.3701)
Sb (-3.9304, -1.2178, 0.3186)
S (-1.8959, -2.4307, 0.1365)
S (-2.8097, 0.9680, 0.3089)
S (-5.1770, -1.4125, -1.5944)
Se (-1.6267, 2.5766, -1.2948)
Se (-0.6682, 2.6820, 1.6736)
C (-0.7243, 1.2019, 2.8211)
C (-0.8557, 1.3249, 4.2059)
C (-0.9231, 0.1856, 4.9784)
C (-0.8253, -1.0575, 4.3552)
C (-0.6834, -1.1021, 2.9864)
N (-0.6533, 0.0080, 2.2351)
C (-1.1174, 1.1698, -2.4248)
C (-1.0240, 1.3138, -3.8089)
C (-0.6740, 0.2220, -4.5743)
C (-0.4544, -0.9994, -3.9391)
C (-0.5566, -1.0613, -2.5667)
N (-0.8595, 0.0145, -1.8270)
H (-0.9191, 2.3148, 4.6345)
H (-1.0582, 0.2578, 6.0500)
H (-0.8743, -1.9787, 4.9163)
H (-0.5965, -2.0378, 2.4589)
H (-1.2246, 2.2811, -4.2478)
H (-0.5782, 0.3140, -5.6483)
H (-0.1933, -1.8889, -4.4931)
H (-0.3808, -1.9763, -2.0273)
C (2.4609, -0.1649, -1.8422)
C (2.2585, -0.0534, -0.3165)
C (2.2436, 1.4354, 0.0533)
C (3.4486, -0.7357, 0.3726)
O (1.1086, -0.7222, 0.1062)
H (3.4551, 0.1996, -2.1135)
H (1.7214, 0.4324, -2.3784)
H (2.3643, -1.2070, -2.1512)
H (3.1215, 1.9509, -0.3450)
H (2.2253, 1.5524, 1.1374)
H (1.3486, 1.9063, -0.3586)
H (4.3762, -0.1908, 0.1821)
H (3.5518, -1.7592, 0.0072)
H (3.2674, -0.7764, 1.4475)

- Charge: -1
- Relative energy (zero: lowest compared OMol25 entry of this formula, charge and spin): 8.1 kcal per mole
- E_tot: -7474.9298 Eh
- Orbital gap (spin up / spin down): 4.93 / 4.93 eV
- Highest occupied orbital energy (spin up / spin down): -4.7 / -4.7 eV